a | Molecular formula: C2H12O3S2
Method: DFT, the ωB97M-V functional and the def2-TZVPD basis

Bonds (Å) are listed after each position.
Cartesian coordinates (Å):
1 C 1.64292 -1.94196 1.32888  C2 1.529, H5 1.096, H6 1.094, H7 1.089
2 C 1.61941 -3.44062 1.02763  C1 1.529, S3 1.825, H8 1.091, H9 1.092
3 S 1.77223 -3.80779 -0.75390  C2 1.825, S4 2.044
4 S 0.08878 -2.95681 -1.54180  S3 2.044, H10 1.344
5 H 1.02997 -1.58168 2.16258  C1 1.096
6 H 1.22177 -1.32145 0.53245  C1 1.094
7 H 2.67292 -1.65372 1.53268  C1 1.089
8 H 0.66195 -3.88648 1.30150  C2 1.091
9 H 2.38719 -3.94359 1.61923  C2 1.092
10 H 0.29610 -1.66961 -1.21352  S4 1.344
11 O -0.36954 2.23640 -1.32098  H12 0.965, H13 0.967
12 H -0.99892 1.73922 -0.78498  O11 0.965
13 H -0.77702 2.21647 -2.19774  O11 0.967
14 O -1.42238 5.88842 -2.07410  H15 0.963, H16 0.979
15 H -0.59130 6.31404 -2.30835  O14 0.963
16 H -1.25874 4.97501 -2.38592  O14 0.979
17 O -2.42476 0.79931 1.99410  H18 0.964, H19 0.964
18 H -2.34332 1.62223 1.49817  O17 0.964
19 H -3.20724 0.41261 1.58408  O17 0.964

Output
LUMO (eV): -0.0094
Structure (SMILES): CCSS.O.O.O
HOMO level (eV): -8.699
Total charge: 0
Frontier orbital gap (eV): 8.7

b | Molecular formula: C2H12O3S2
Method: DFT, the ωB97M-V functional and the def2-TZVPD basis

Bonds (Å) are listed after each position.
Cartesian coordinates (Å):
1 C 1.91529 1.64195 -1.00498  S2 1.869, H5 1.079, H6 1.084, H7 1.090
2 S 2.50644 -0.06278 -1.49241  C1 1.869, S3 1.982
3 S 2.41472 -1.43912 -0.06863  S2 1.982, C4 1.779
4 C 3.83373 -1.39513 1.00411  S3 1.779, H8 1.089, H9 1.098, H10 1.086
5 H 1.22688 1.94199 -1.78014  C1 1.079
6 H 1.57737 1.68648 0.02402  C1 1.084
7 H 2.82691 2.23701 -1.04871  C1 1.090
8 H 3.70188 -1.05623 2.03021  C4 1.089
9 H 4.03980 -2.46907 1.09777  C4 1.098
10 H 4.68369 -0.93966 0.50505  C4 1.086
11 O -1.45305 -1.90126 1.47280  H12 0.955, H13 0.965
12 H -1.86985 -2.61261 1.95443  O11 0.955
13 H -0.71664 -1.56753 1.99974  O11 0.965
14 O -2.26113 1.62813 1.05642  H15 0.948, H16 0.992
15 H -2.71152 1.13233 0.38619  O14 0.948
16 H -1.40848 1.66112 0.55063  O14 0.992
17 O -5.77595 0.23581 -2.21139  H18 0.987, H19 0.960
18 H -6.74858 0.08336 -2.27967  O17 0.987
19 H -5.78152 1.19523 -2.19544  O17 0.960

Output
LUMO (eV): 0.6500
Structure (SMILES): CSSC.O.O.O
HOMO level (eV): -8.706
Total charge: 0
Frontier orbital gap (eV): 9.4

a is the most stable structure; the next one sits 0.0114 hartree above it.